Record 1
C4H5KNO4S | ωB97M-V with the def2-TZVPD basis set

ORCA input file:
```
! wB97M-V def2-TZVPD RIJCOSX def2/J DEFGRID3
* xyz 0 2
K -3.106 1.535 0.360
S -0.675 2.545 -2.061
O -1.977 2.931 -1.645
O 0.330 3.597 -1.919
O -0.285 1.423 -1.254
O -0.706 2.149 -3.436
N 0.406 -0.566 0.261
C -0.424 -0.954 1.267
C 0.218 -1.974 1.914
C 1.485 -2.199 1.375
C 1.593 -1.281 0.355
H 0.192 0.146 -0.423
H -1.415 -0.526 1.302
H -0.226 -2.698 2.582
H 2.195 -2.951 1.685
H 2.393 -1.177 -0.364
*
```

Results
HOMO energy (spin up / spin down)   -8.104 / -8.104 eV
Lowest unoccupied orbital energy (spin up / spin down)   -1.2 / -2.9 eV
Kohn-Sham gap (spin up / spin down)   6.93 / 5.18 eV

---

Record 2
C3H8N4 | ωB97M-V with the def2-TZVPD basis set

ORCA input file:
```
! wB97M-V def2-TZVPD RIJCOSX def2/J DEFGRID3
* xyz 0 1
H -0.379 -0.129 2.023
N -1.218 0.085 1.313
C -0.771 0.357 0.172
C -1.629 0.706 -1.003
C 0.738 0.453 -0.098
N 1.353 1.537 -0.346
H 0.736 2.340 -0.434
N 1.410 -0.630 0.393
N 0.944 -1.907 0.106
H -2.680 0.561 -0.751
H -1.370 0.053 -1.844
H -1.421 1.726 -1.333
H 2.283 -0.327 1.040
H 0.298 -2.271 0.801
H 1.707 -2.555 -0.040
*
```

Results
HOMO energy   -8.999 eV
Lowest unoccupied orbital energy   0.9 eV
Kohn-Sham gap   9.85 eV
Energy above the lowest of the compared OMol25 structures with the same formula, charge and spin   2.6739 eV

---

Record 3
C6H9FO | ωB97M-V with the def2-TZVPD basis set

ORCA input file:
```
! wB97M-V def2-TZVPD RIJCOSX def2/J DEFGRID3
* xyz 0 1
C -3.275 0.132 0.245
C -2.137 -0.579 0.030
C -0.866 0.038 -0.008
C 0.282 -0.697 -0.205
F 0.220 -2.030 -0.232
C 1.709 -0.243 -0.291
C 1.891 1.249 -0.074
O 2.488 -0.891 0.679
H -3.247 1.241 0.207
H -4.292 -0.246 0.360
H -2.209 -1.675 0.041
H -0.677 1.113 -0.087
H 2.110 -0.452 -1.305
H 1.278 1.853 -0.769
H 1.517 1.540 0.913
H 2.951 1.498 -0.116
H 2.256 -1.850 0.612
*
```

Results
HOMO energy   -8.569 eV
Lowest unoccupied orbital energy   0.7 eV
Kohn-Sham gap   9.31 eV
Energy above the lowest of the compared OMol25 structures with the same formula, charge and spin   0.7164 eV

---

Record 4
C33H54BN7Pd | ωB97M-V with the def2-TZVPD basis set

ORCA input file:
```
! wB97M-V def2-TZVPD RIJCOSX def2/J DEFGRID3
* xyz -2 1
Pd 1.649 0.415 -1.064
C 0.357 -2.981 -4.760
C 0.766 -2.452 -3.384
C 1.748 -1.281 -3.505
C -0.452 -2.084 -2.571
C -1.814 -2.415 -2.771
C -2.487 -1.820 -1.721
C -3.978 -1.805 -1.516
C -4.436 -2.543 -0.253
C -4.555 -0.386 -1.590
N -1.558 -1.199 -0.949
N -0.326 -1.361 -1.477
B -1.697 -0.331 0.346
N -0.622 -0.785 1.381
N 0.674 -0.526 1.096
C 1.404 -1.173 1.989
C 0.567 -1.912 2.857
C -0.720 -1.632 2.438
C -2.018 -2.136 3.006
C -2.108 -1.869 4.512
C -2.193 -3.630 2.718
C 2.902 -1.122 1.920
C 3.538 -1.309 3.294
C 3.422 -2.158 0.918
N -1.531 1.177 -0.008
N -0.700 1.497 -1.028
C -0.707 2.810 -1.152
C -1.569 3.375 -0.183
C -2.068 2.306 0.533
C -2.939 2.393 1.759
C -4.348 1.815 1.585
C -2.251 1.799 2.992
C 0.133 3.506 -2.195
C 1.163 4.429 -1.529
C 0.849 2.500 -3.098
H 1.244 -3.211 -5.356
H -0.228 -2.225 -5.293
H -0.251 -3.890 -4.686
H 1.278 -3.266 -2.859
H 1.375 -0.549 -4.230
H 2.732 -1.629 -3.834
H 1.869 -0.741 -2.515
H -2.266 -2.981 -3.575
H -4.375 -2.363 -2.369
H -4.074 -2.045 0.647
H -4.053 -3.566 -0.249
H -5.530 -2.583 -0.207
H -4.113 0.254 -0.826
H -5.642 -0.397 -1.450
H -4.332 0.062 -2.561
H -2.786 -0.507 0.822
H 0.855 -2.539 3.689
H -2.831 -1.603 2.512
H -1.321 -2.416 5.039
H -3.076 -2.192 4.910
H -1.979 -0.808 4.729
H -1.411 -4.205 3.223
H -2.118 -3.827 1.647
H -3.167 -3.987 3.072
H 3.165 -0.139 1.523
H 3.313 -2.300 3.705
H 3.176 -0.557 4.000
H 4.625 -1.210 3.222
H 3.154 -3.173 1.233
H 4.511 -2.091 0.826
H 2.981 -1.955 -0.059
H -1.782 4.420 -0.004
H -3.056 3.465 1.931
H -4.316 0.730 1.464
H -4.834 2.240 0.704
H -4.963 2.040 2.464
H -2.117 0.724 2.872
H -2.844 1.979 3.896
H -1.260 2.237 3.125
H -0.548 4.125 -2.793
H 1.926 3.826 -1.029
H 0.697 5.088 -0.790
H 1.660 5.050 -2.282
H 1.471 1.826 -2.434
H 1.505 3.014 -3.809
H 0.138 1.873 -3.642
C 5.051 0.882 -2.310
C 4.782 1.666 -1.063
C 5.656 2.461 -0.325
C 4.895 2.953 0.774
C 3.614 2.421 0.626
C 2.409 2.614 1.505
N 3.550 1.639 -0.492
H 6.049 1.109 -2.701
H 4.310 1.109 -3.083
H 4.990 -0.197 -2.126
H 6.695 2.669 -0.555
H 5.235 3.602 1.571
H 2.616 2.347 2.548
H 1.602 1.971 1.144
H 2.047 3.648 1.495
*
```

Results
HOMO energy   0.632 eV
Lowest unoccupied orbital energy   4.4 eV
Kohn-Sham gap   3.78 eV
Energy above the lowest of the compared OMol25 structures with the same formula, charge and spin   0.5369 eV

---

Record 5
C40H80BrClO3PS | ωB97M-V with the def2-TZVPD basis set

ORCA input file:
```
! wB97M-V def2-TZVPD RIJCOSX def2/J DEFGRID3
* xyz -1 1
C 0.578 -0.173 1.173
C 1.830 0.142 0.195
C 2.433 1.625 0.040
C 2.926 1.964 1.605
P 1.550 3.014 -0.892
C 0.126 1.918 -1.567
C 0.358 0.801 -2.673
C -0.758 -0.436 -2.473
C -0.024 -1.826 -2.966
S -1.050 -3.372 -2.707
O -2.207 -3.418 -3.735
O -0.105 -4.586 -3.057
Cl -1.620 -3.631 -0.715
C 0.332 3.432 0.553
C -0.991 4.304 0.139
C -2.393 3.400 0.012
C -3.302 3.711 -1.333
C -4.663 2.823 -1.557
C -5.127 1.645 -0.517
C -4.250 1.347 0.835
C -2.866 2.248 1.073
C 2.567 2.805 -2.522
C 1.620 3.470 -3.880
C 2.055 2.810 -5.427
O 2.433 4.323 -4.906
C 2.806 4.373 -0.387
Br 4.745 3.982 -0.376
C 2.636 5.795 -1.259
C 1.513 6.763 -0.566
H -0.480 -0.230 0.689
H 0.751 -1.225 1.711
H 0.505 0.607 2.073
H 1.734 -0.526 -0.760
H 2.728 -0.423 0.769
H 3.449 1.432 -0.574
H 4.121 1.932 1.600
H 2.617 1.163 2.389
H 2.634 3.005 2.003
H 0.896 4.100 -1.599
H -0.679 2.652 -2.077
H -0.557 1.428 -0.717
H 1.381 0.251 -2.745
H 0.111 1.169 -3.783
H -1.096 -0.575 -1.366
H -1.734 -0.239 -3.119
H 0.269 -1.672 -4.090
H 1.007 -1.922 -2.373
H -0.092 2.464 1.100
H 0.809 4.025 1.450
H -0.885 5.001 -0.787
H -1.239 5.037 1.051
H -2.943 4.544 -2.095
H -5.282 3.049 -2.548
H -6.110 1.025 -0.776
H -4.503 0.512 1.628
H -2.190 2.044 2.011
H 2.914 1.756 -2.790
H 3.428 3.556 -2.702
H 0.409 3.724 -3.678
H 1.215 2.781 -6.239
H 2.875 2.008 -5.209
H 2.635 4.770 0.727
H 3.685 6.346 -1.106
H 2.529 5.627 -2.405
H 1.352 6.531 0.594
H 1.938 7.878 -0.593
H 0.454 6.705 -1.058
C -1.043 -1.670 7.857
C -0.518 -0.247 7.737
C -1.614 0.764 7.395
C -2.300 0.535 6.041
C -1.360 0.532 4.833
C -0.648 1.860 4.634
H -1.473 -2.024 6.916
H -0.228 -2.351 8.124
H -1.810 -1.738 8.635
H 0.285 -0.212 6.995
H -0.065 0.041 8.693
H -1.190 1.775 7.422
H -2.379 0.742 8.179
H -3.058 1.315 5.900
H -2.848 -0.416 6.063
H -1.946 0.311 3.933
H -0.622 -0.272 4.922
H -1.370 2.670 4.487
H -0.004 1.815 3.750
H -0.016 2.114 5.489
C -5.436 -3.938 -3.196
C -5.725 -4.166 -1.720
C -5.524 -5.621 -1.293
C -6.452 -6.629 -1.985
C -7.948 -6.358 -1.808
C -8.393 -6.427 -0.355
H -6.107 -4.518 -3.835
H -5.571 -2.881 -3.448
H -4.404 -4.214 -3.437
H -6.741 -3.833 -1.488
H -5.052 -3.533 -1.129
H -5.651 -5.695 -0.206
H -4.487 -5.912 -1.491
H -6.223 -7.631 -1.601
H -6.224 -6.660 -3.058
H -8.509 -7.104 -2.382
H -8.215 -5.383 -2.229
H -8.185 -7.414 0.068
H -9.470 -6.246 -0.282
H -7.890 -5.675 0.259
C 7.652 -3.686 0.248
C 7.607 -3.145 -1.173
C 7.977 -1.663 -1.257
C 7.031 -0.721 -0.501
C 5.564 -0.797 -0.929
C 5.350 -0.400 -2.382
H 6.935 -3.176 0.899
H 7.402 -4.752 0.254
H 8.652 -3.569 0.677
H 6.617 -3.321 -1.603
H 8.314 -3.716 -1.787
H 8.023 -1.366 -2.312
H 8.991 -1.525 -0.866
H 7.388 0.308 -0.634
H 7.095 -0.923 0.576
H 4.977 -0.123 -0.294
H 5.165 -1.802 -0.760
H 5.692 0.624 -2.559
H 4.287 -0.452 -2.635
H 5.885 -1.065 -3.067
*
```

Results
HOMO energy   -4.949 eV
Lowest unoccupied orbital energy   0.8 eV
Kohn-Sham gap   5.79 eV
Energy above the lowest of the compared OMol25 structures with the same formula, charge and spin   17.5493 eV

---

Record 6
C9H18F3I2O3P2Rh | ωB97M-V with the def2-TZVPD basis set

ORCA input file:
```
! wB97M-V def2-TZVPD RIJCOSX def2/J DEFGRID3
* xyz 2 5
I 2.906 2.088 -1.828
I -1.368 -0.528 -3.174
Rh 0.518 0.498 -1.236
P 1.527 -1.499 -0.711
C 2.984 -1.523 -1.781
C 2.159 -1.783 0.970
H 2.520 -2.821 0.992
H 1.325 -3.837 -0.949
H 1.373 -1.638 1.731
H -0.228 -3.120 -0.380
H 3.682 -0.728 -1.477
H 2.976 -1.093 1.213
C 0.615 -3.007 -1.070
H 3.425 -2.523 -1.660
H 0.216 -2.989 -2.085
H 2.649 -1.342 -2.812
P -0.883 2.048 -0.273
C -0.483 3.582 -1.145
C -2.657 1.815 -0.470
H -0.793 1.560 2.128
H -1.530 3.160 1.732
H 0.254 2.920 1.710
C -0.717 2.460 1.493
H -3.003 0.966 0.129
H -3.141 2.743 -0.135
H -1.229 4.321 -0.818
H -0.549 3.383 -2.225
H -2.908 1.608 -1.510
H 0.541 3.894 -0.894
C 1.578 1.048 0.214
O 2.219 1.401 1.136
F -3.349 -2.412 1.222
C -2.454 -1.919 2.129
F -3.154 -1.140 3.004
F -1.909 -2.987 2.779
C -1.298 -1.064 1.512
O -1.375 -0.962 0.264
O -0.435 -0.576 2.276
*
```

Results
HOMO energy (spin up / spin down)   -16.195 / -16.156 eV
Lowest unoccupied orbital energy (spin up / spin down)   -8.1 / -11.1 eV
Kohn-Sham gap (spin up / spin down)   8.07 / 5.03 eV